Record 1
Here is C30H48BN6OPdS3Si as an isolated structure from the OMol25 dataset. Energies are from ωB97M-V/def2-TZVPD.

XYZ file:
```
91
Properties=species:S:1:pos:R:3
Pd 0.961 -2.148 1.874
C 5.091 1.005 1.692
C 3.931 0.918 0.732
C 4.005 1.467 -0.512
C 2.863 1.536 -1.341
N 1.690 1.116 -0.987
N 1.670 0.308 0.099
B 0.418 -0.519 0.155
N -0.841 0.034 0.808
N -0.866 1.377 0.925
C -1.914 1.946 1.472
C -3.095 1.145 1.742
C -3.029 -0.209 1.556
C -4.273 -1.031 1.619
C -1.831 -0.803 1.178
S -1.421 -2.470 1.213
C -1.883 3.444 1.562
C -0.444 3.914 1.451
C -2.404 3.906 2.909
C -2.752 4.085 0.518
N 0.232 -1.457 -0.983
N -0.734 -1.003 -1.843
C -0.845 -1.734 -2.945
C -0.130 -2.908 -3.190
C 0.840 -3.373 -2.337
C 1.438 -4.763 -2.509
C 1.012 -2.559 -1.206
S 1.884 -3.254 0.131
C -1.912 -1.290 -3.850
C -1.359 -1.111 -5.261
C -2.996 -2.377 -3.862
C -2.549 0.089 -3.446
C 2.709 0.236 1.008
S 2.639 -0.595 2.490
C 2.936 2.147 -2.754
C 3.491 1.163 -3.796
C 1.537 2.654 -3.097
C 3.799 3.361 -2.684
H 5.824 1.679 1.241
H 5.629 0.054 1.885
H 4.684 1.453 2.631
H 4.951 1.864 -0.834
H -4.016 1.608 2.059
H -4.606 -1.129 2.668
H -4.057 -1.996 1.190
H -5.141 -0.559 1.132
H 0.198 3.418 2.189
H -0.348 4.976 1.670
H -0.047 3.651 0.469
H -1.881 3.473 3.744
H -3.427 3.478 3.025
H -2.401 4.995 3.054
H -2.345 4.026 -0.538
H -2.899 5.163 0.737
H -3.778 3.665 0.428
H -0.400 -3.598 -4.030
H 0.996 -5.393 -1.725
H 2.511 -4.743 -2.208
H 1.180 -5.218 -3.469
H -0.923 -2.087 -5.512
H -0.577 -0.329 -5.357
H -2.151 -0.922 -6.047
H -2.530 -3.226 -4.352
H -3.820 -2.005 -4.494
H -3.334 -2.680 -2.898
H -1.894 1.002 -3.465
H -2.820 -0.021 -2.456
H -3.375 0.262 -4.117
H 2.794 0.330 -3.976
H 4.364 0.739 -3.333
H 3.680 1.665 -4.760
H 0.828 1.830 -3.306
H 1.549 3.352 -3.943
H 0.999 3.230 -2.278
H 4.856 3.203 -2.501
H 3.553 4.086 -1.890
H 3.782 4.011 -3.595
C 1.459 -2.460 5.649
Si -0.233 -2.225 4.857
C -1.324 -1.394 6.106
C -0.891 -3.991 4.534
O -0.075 -1.305 3.453
H 1.243 -2.960 6.614
H 1.865 -1.480 5.918
H 2.134 -3.034 5.021
H -2.035 -0.785 5.537
H -0.740 -0.832 6.888
H -1.846 -2.220 6.643
H -1.155 -4.598 5.424
H -0.130 -4.536 3.936
H -1.752 -3.734 3.853
```

Output
**E_tot**: -87388.849 eV
**Expectation value of S²**: 6.060
**Spin multiplicity**: 5
**Total charge**: +3
**HOMO-LUMO gap (spin up / spin down)**: 6.48 / 4.21 eV
**E_HOMO (spin up / spin down)**: -0.601 / -0.619 hartree
**LUMO level (spin up / spin down)**: -9.9 / -12.6 eV

***

Record 2
Here is a 2-piece molecular cluster, CHFN2O3 overall from the OMol25 dataset. Energies are from ωB97M-V/def2-TZVPD.

XYZ file:
```
8
Properties=species:S:1:pos:R:3
O -1.440 -1.557 -0.680
N -1.958 -0.754 0.008
C -2.610 -0.128 0.721
F -2.741 0.960 1.377
O 1.179 0.004 0.347
N 2.394 0.006 0.329
O 2.955 0.470 -0.752
H 2.222 0.999 -1.349
```

Output
**Structure (SMILES)**: [O-][N+]#CF.O=NO
**E_tot**: -12885.795 eV
**Total charge**: 0
**HOMO-LUMO gap**: 9.93 eV
**E_HOMO**: -0.369 hartree
**LUMO level**: -0.1 eV
**Relative energy (zero: lowest compared OMol25 entry of this formula, charge and spin)**: 4.1581 eV

***

Record 3
Here is C20H30F6NaO15P as an isolated structure from the OMol25 dataset. Energies are from ωB97M-V/def2-TZVPD.

XYZ file:
```
73
Properties=species:S:1:pos:R:3
Na 0.000 -0.703 0.899
P -2.410 -2.397 2.199
F -2.813 -3.128 3.559
F -2.441 -3.721 1.316
F -4.035 -2.092 2.061
F -2.054 -1.705 0.756
F -2.375 -0.926 2.944
F -0.756 -2.480 2.389
C 1.215 -6.603 -1.415
C 0.151 -5.825 -0.605
C 0.155 -5.875 0.934
O 0.839 -4.723 1.272
C 0.805 -3.821 0.282
O 1.166 -2.644 0.446
O 0.315 -4.461 -0.868
H 0.812 -7.012 -2.341
H 1.454 -7.497 -0.840
H 2.103 -6.006 -1.626
H -0.841 -6.068 -0.986
H 0.625 -6.806 1.252
H -0.836 -5.915 1.387
C 0.654 -3.564 -5.546
C 1.040 -2.230 -4.838
C 0.304 -0.951 -5.219
O 0.147 -0.293 -3.953
C 0.382 -1.252 -3.000
O 0.207 -1.098 -1.806
O 0.764 -2.357 -3.528
H 1.059 -4.452 -5.060
H 0.921 -3.632 -6.601
H -0.426 -3.708 -5.505
H 2.114 -2.074 -4.940
H -0.690 -1.247 -5.556
H 0.782 -0.379 -6.015
C 2.937 4.834 -2.162
C 2.068 3.635 -1.944
C 2.465 2.427 -2.774
O 2.190 1.329 -1.947
C 2.212 1.743 -0.636
O 2.253 0.955 0.327
O 2.200 3.112 -0.648
H 2.600 5.410 -3.023
H 3.921 4.501 -2.494
H 2.926 5.502 -1.301
H 1.006 3.856 -2.042
H 3.537 2.497 -2.961
H 1.984 2.246 -3.735
C -3.897 4.339 -1.296
C -2.578 4.322 -0.372
C -2.696 4.121 1.140
O -1.770 3.105 1.421
C -1.478 2.426 0.287
O -0.843 1.326 0.241
O -1.982 3.105 -0.730
H -4.615 5.155 -1.206
H -4.552 3.470 -1.236
H -3.633 4.445 -2.348
H -1.877 5.146 -0.503
H -3.635 3.614 1.360
H -2.587 4.979 1.804
C 1.351 3.135 6.592
C 0.817 1.818 6.147
C -0.669 1.696 6.171
O -0.949 1.056 4.922
C 0.116 0.964 4.103
O 0.171 0.614 2.949
O 1.170 1.638 4.764
H 0.825 3.887 6.003
H 2.404 3.213 6.320
H 1.210 3.319 7.657
H 1.345 1.006 6.647
H -1.181 2.656 6.126
H -1.101 1.042 6.929
```

Output
**E_tot**: -81947.060 eV
**Expectation value of S²**: 0.759
**Spin multiplicity**: 2
**Total charge**: +1
**HOMO-LUMO gap (spin up / spin down)**: 10.41 / 3.24 eV
**E_HOMO (spin up / spin down)**: -0.460 / -0.460 hartree
**LUMO level (spin up / spin down)**: -2.1 / -9.3 eV

***

Record 4
Here is one molecule with the formula C4H11NS from the OMol25 dataset. Energies are from ωB97M-V/def2-TZVPD.

XYZ file:
```
17
Properties=species:S:1:pos:R:3
C -3.234 0.787 0.031
S -2.070 -0.573 0.460
C -0.471 0.169 -0.088
C 0.517 -0.929 0.025
C 1.949 -0.492 -0.411
N 2.775 0.285 0.559
H -3.123 1.617 0.726
H -2.971 1.218 -0.939
H -4.347 0.370 0.187
H -0.596 0.594 -1.123
H -0.181 0.984 0.563
H 0.617 -1.062 1.106
H 0.369 -1.823 -0.535
H 1.755 0.188 -1.239
H 2.369 -1.476 -0.850
H 3.668 0.417 0.162
H 2.975 -0.274 1.365
```

Output
**Structure (SMILES)**: CSCCCN
**E_tot**: -16650.842 eV
**Total charge**: 0
**HOMO-LUMO gap**: 9.53 eV
**E_HOMO**: -0.310 hartree
**LUMO level**: 1.1 eV
**Relative energy (zero: lowest compared OMol25 entry of this formula, charge and spin)**: 0.9510 eV